Entry 1:
C5H12N2O2 as an isolated structure at a distorted geometry, computed with ωB97M-V/def2-TZVPD.

Each line ends with the Löwdin charge.
CARTESIAN COORDINATES (ANGSTROEM)
C (-0.788, 1.495, -0.168)  -0.219
C (-0.476, 0.287, -1.844)  -0.184
N (-1.689, -0.365, -2.067)  -0.008
O (-1.638, 0.897, 0.617)  -0.143
H (-1.333, -0.266, 0.760)  0.071
H (-1.791, -1.245, -1.579)  0.068
H (-2.499, 0.206, -1.860)  0.085
H (-1.212, 2.298, -0.773)  0.088
H (0.223, 1.691, 0.198)  0.072
H (0.396, -0.320, -2.051)  0.057
H (-0.368, 1.199, -2.422)  0.073
C (1.128, 0.000, 2.279)  -0.028
C (1.432, -0.525, 0.906)  -0.409
C (0.361, -1.272, 0.208)  -0.148
N (2.591, -0.348, 0.399)  0.174
O (-0.831, -1.385, 0.643)  0.008
H (2.675, -0.773, -0.527)  0.057
H (0.681, -1.933, -0.601)  0.132
H (0.884, -0.833, 2.943)  0.093
H (1.994, 0.531, 2.665)  0.085
H (0.260, 0.661, 2.275)  0.075

Atoms 1-3, force components in eV/Å:
C 1.1 -1.3 -1.8
C -0.1 1.7 1.1
N -0.4 -0.4 -0.2

Kohn-Sham gap (spin up / spin down): 6.5 / 6.5 eV
Energy relative to the best compared isomer or geometry (same formula, charge and spin): 118.3 kcal/mol
2S+1: 1
HOMO energy (spin up / spin down): -7.58 / -7.58 eV
Charge: 0

Entry 2:
A 2-piece molecular cluster, C5H12N2O2 overall at a distorted geometry, computed with ωB97M-V/def2-TZVPD.

Each line ends with the Löwdin charge.
CARTESIAN COORDINATES (ANGSTROEM)
C (-1.039, -0.156, -0.511)  -0.429
C (1.269, 0.888, 0.405)  -0.181
C (-1.814, 0.982, -1.124)  -0.020
C (-1.669, -0.805, 0.682)  -0.014
C (1.348, -0.917, -0.095)  -0.527
N (2.391, -1.008, -1.004)  0.124
N (0.976, 0.999, 1.786)  -0.003
O (-0.285, -0.829, -1.288)  -0.004
O (1.224, -1.653, 0.852)  0.018
H (2.558, -1.967, -1.286)  0.102
H (2.344, -0.385, -1.795)  0.094
H (-0.008, 1.175, 1.948)  0.058
H (1.239, 0.160, 2.294)  0.075
H (0.787, 1.668, -0.178)  0.088
H (2.337, 1.056, 0.242)  0.081
H (-2.364, -1.563, 0.307)  0.109
H (-2.151, 1.697, -0.375)  0.083
H (-1.259, 1.491, -1.910)  0.088
H (-2.714, 0.567, -1.585)  0.101
H (-2.229, -0.110, 1.305)  0.083
H (-0.942, -1.290, 1.330)  0.076

Atoms 1-3, force components in eV/Å:
C -0.8 -3.0 -3.9
C 1.6 -2.3 -0.8
C 0.4 0.7 0.3

Kohn-Sham gap: 8.1 eV
Energy relative to the best compared isomer or geometry (same formula, charge and spin): 75.9 kcal/mol
2S+1: 1
HOMO energy: -8.00 eV
Charge: 0
SMILES: NCC(N)=O.CC(C)=O